82
Properties=species:S:1:pos:R:3:forces:R:3 method="wB97M-V/def2-TZVPD" spin_multiplicity=1 total_charge=+1 mol_weight_g_mol=687.35
Pd -0.04114 0.74580 0.08844 0.27 -0.15 0.55
C -4.57115 2.31544 1.32326 0.03 0.08 0.01
Si -2.69409 2.29123 1.34184 -0.13 -0.14 -0.01
C -2.18554 1.38590 2.91973 -0.04 0.04 -0.02
C -2.16915 4.09908 1.43009 0.01 0.04 -0.02
C -1.97331 1.43017 -0.16004 0.13 -0.08 -0.21
C -2.37864 0.01904 -0.40550 0.11 -0.03 -0.08
C -3.59585 -0.65159 -0.34307 -0.02 0.04 0.00
C -3.61628 -1.99962 -0.65489 -0.02 0.00 -0.01
C -2.44108 -2.66726 -0.98900 0.02 0.00 -0.01
C -1.25811 -1.95729 -0.99015 -0.02 -0.01 -0.03
N -1.25516 -0.65179 -0.73022 -0.03 0.04 0.03
Si -1.73016 2.30783 -1.85154 -0.15 0.15 -0.08
C -2.75119 3.88095 -1.97984 -0.11 -0.09 0.05
C -2.31077 1.14173 -3.19947 0.04 0.03 -0.01
C 0.01904 2.84226 -2.27041 0.00 0.02 -0.05
H -4.92449 2.94643 2.14398 0.00 0.01 -0.01
H -5.00182 1.32594 1.48004 0.00 -0.01 -0.01
H -4.97535 2.72982 0.39741 0.01 -0.02 -0.01
H -2.07252 2.08372 3.75397 0.00 -0.02 0.00
H -1.25892 0.82090 2.80523 0.06 0.04 -0.02
H -2.96766 0.67792 3.20410 0.03 -0.03 -0.01
H -2.24913 4.45325 2.46090 0.01 0.00 0.00
H -2.86510 4.69049 0.83339 0.00 0.03 0.01
H -1.17174 4.35393 1.06314 -0.10 0.06 -0.02
H -4.50068 -0.12200 -0.08553 -0.01 0.00 0.02
H -4.55431 -2.53967 -0.64390 0.00 0.01 0.01
H -2.44489 -3.71669 -1.24498 0.00 0.00 0.00
H -0.30233 -2.41474 -1.21428 0.00 -0.01 0.01
H -3.80180 3.73799 -1.71566 0.01 0.00 0.01
H -2.71867 4.21238 -3.02089 -0.01 0.01 0.00
H -2.35372 4.69319 -1.37144 0.02 0.01 0.01
H -3.31769 0.76123 -3.01576 -0.01 0.02 0.00
H -1.64314 0.28752 -3.32425 -0.01 -0.01 0.01
H -2.33010 1.68513 -4.14718 0.01 -0.01 -0.01
H 0.47208 3.52810 -1.55089 -0.04 0.01 0.03
H -0.04412 3.38671 -3.21898 0.04 0.00 0.01
H 0.70963 2.00961 -2.41685 -0.01 -0.02 0.03
O 4.18704 1.21758 -1.97930 -0.08 -0.04 -0.10
S 3.59096 1.33360 -0.67743 0.27 -0.04 0.20
O 3.08530 2.66714 -0.34501 -0.10 0.03 0.02
N 2.49524 0.29240 -0.26858 -0.14 0.01 -0.08
C 2.81639 -1.06667 -0.30536 -0.12 -0.05 -0.10
C 3.82702 -1.66682 -1.02483 -0.05 -0.04 -0.08
C 4.09307 -3.04797 -0.90179 0.00 0.03 0.00
C 3.36431 -3.84872 -0.07302 0.00 0.00 0.01
C 2.30313 -3.28140 0.67176 -0.01 0.02 -0.01
C 1.49086 -4.03469 1.54878 -0.02 -0.01 0.01
C 0.47637 -3.42550 2.23068 -0.02 -0.01 -0.03
C 0.26061 -2.05037 2.02236 0.01 -0.02 -0.04
N 1.00054 -1.31621 1.22723 -0.05 0.05 0.23
C 2.02313 -1.90193 0.55355 -0.06 0.01 -0.10
C 4.94806 1.09566 0.48500 -0.11 -0.05 0.10
C 6.05629 1.92411 0.35990 0.03 0.09 0.03
C 7.09859 1.82684 1.27261 0.00 0.03 -0.05
C 7.05510 0.87983 2.28921 -0.05 -0.05 0.00
C 5.96303 0.02570 2.39234 -0.04 0.10 0.00
C 4.90080 0.13993 1.49699 -0.03 0.10 0.14
H 4.42468 -1.07864 -1.70632 0.00 0.02 0.01
H 4.90031 -3.46793 -1.48782 0.00 -0.01 0.00
H 3.57328 -4.90654 0.02034 0.01 0.00 0.00
H 1.68292 -5.09477 1.66390 0.00 0.00 0.01
H -0.16456 -3.97589 2.90535 0.00 0.00 0.00
H -0.56902 -1.54867 2.51298 0.02 0.00 0.03
H 6.09645 2.63679 -0.45411 0.01 0.01 0.00
H 7.95757 2.47755 1.17511 0.01 0.00 0.00
H 7.88295 0.78686 2.97982 0.00 0.01 0.00
H 5.94451 -0.74574 3.15264 -0.02 0.03 -0.01
H 4.05770 -0.53629 1.56208 0.08 0.09 0.11
N 3.69648 2.96412 3.36355 0.31 -0.36 -0.22
C 2.50236 3.36761 2.54239 -0.11 0.02 -0.06
C 1.55836 2.18056 2.32271 0.09 0.00 0.04
N 0.75802 2.39771 1.12261 0.13 0.38 -0.61
H 4.30783 3.76057 3.54444 0.01 0.01 -0.01
H 4.25700 2.25368 2.85262 -0.16 0.09 0.06
H 3.42926 2.56118 4.26214 0.00 -0.02 0.01
H 2.89785 3.70627 1.58614 0.01 -0.04 0.01
H 2.01728 4.19281 3.06159 0.01 0.00 0.02
H 0.90525 2.04140 3.18559 -0.04 -0.05 -0.01
H 2.12198 1.25652 2.17177 0.07 0.01 -0.06
H 1.40690 2.67014 0.36579 0.08 -0.09 0.16
H 0.11517 3.17582 1.23239 -0.08 -0.24 0.19


89
Properties=species:S:1:pos:R:3:forces:R:3 method="wB97M-V/def2-TZVPD" spin_multiplicity=1 total_charge=-1 mol_weight_g_mol=747.74
C 0.65648 0.83195 -4.12706 -0.45 0.01 -0.14
C 1.73949 1.35457 -3.23947 0.82 0.75 -0.09
H 0.56172 1.42535 -5.04132 -0.05 -0.27 0.08
H -0.30355 0.84736 -3.59336 0.27 0.02 -0.08
H 0.82849 -0.22283 -4.39714 0.09 0.30 0.06
C 2.55406 2.37139 -3.55702 -0.13 -0.37 0.15
C 2.52844 3.17406 -4.81829 0.08 0.24 -0.52
H 3.36313 2.64017 -2.87021 -0.30 -0.08 -0.06
H 1.60886 3.02008 -5.41738 0.60 0.11 0.31
H 3.40837 2.90505 -5.43912 -0.44 0.26 0.10
H 2.60746 4.25479 -4.58863 -0.02 -0.41 -0.16
Ca -0.63219 0.27393 0.57753 0.58 0.10 -0.49
Cl -3.37171 0.12085 0.01875 0.94 0.13 0.84
C 2.32784 0.19027 2.06471 -1.95 0.60 -0.29
O 1.19083 0.73137 2.13205 2.18 -0.65 0.10
N 3.32712 0.37915 2.92850 0.28 0.32 0.46
C 3.29312 1.34830 4.02258 0.22 -0.16 0.06
C 4.56710 -0.36527 2.75609 -0.09 0.12 -0.07
H 2.59702 -0.50979 1.25625 -0.41 0.20 0.25
H 2.27815 1.75200 4.17413 0.50 -0.29 -0.23
H 4.01992 2.16358 3.83859 -0.43 -0.19 -0.14
H 3.65433 0.85039 4.93889 -0.36 0.10 -0.20
H 4.41159 -1.12728 1.97911 0.18 0.26 0.31
H 4.84933 -0.84556 3.70151 -0.13 -0.03 -0.17
H 5.37996 0.30846 2.45533 -0.13 -0.16 -0.01
H -2.85694 -2.99457 5.26701 0.09 0.21 0.02
H -4.20400 -4.23865 3.79819 0.03 0.31 -0.40
C -2.97122 -2.09880 4.64595 0.14 -0.12 0.27
C -4.19724 -3.48913 2.98835 0.01 0.25 -0.43
N -3.15853 -2.49962 3.26933 -0.15 0.06 0.24
H -2.07792 -1.46725 4.70984 -0.27 -0.23 0.03
C -2.55954 -1.79137 2.29893 0.96 0.47 -0.68
O -1.56700 -1.05231 2.47376 -1.41 -0.67 -0.05
H -3.96149 -3.98902 2.03302 -0.17 0.16 0.44
H -3.03079 -1.87112 1.29066 0.43 -0.30 0.61
H -3.84822 -1.53601 5.00234 0.19 -0.09 -0.05
H -5.19761 -3.02205 2.90672 0.35 -0.23 0.13
H -0.47406 3.09031 -2.39003 -0.25 -0.03 0.42
H 1.79331 4.41982 -1.61551 -0.09 0.10 0.06
C -0.96339 3.59725 -1.54246 0.36 -0.09 -0.34
C 1.05696 4.89413 -0.95427 -0.11 -0.38 0.12
N 0.05737 3.92145 -0.54111 -0.53 0.41 0.36
H -1.74074 2.95283 -1.11586 0.32 0.18 -0.12
C -0.00843 3.48026 0.72991 -0.66 -0.52 -0.67
O -0.83600 2.65095 1.14340 0.85 0.84 -0.23
H 1.55574 5.27520 -0.05840 0.05 0.09 -0.22
H 0.76854 3.94806 1.37015 -0.27 -0.32 0.01
H -1.39653 4.54027 -1.92409 0.03 -0.28 0.31
H 0.57015 5.70921 -1.50193 0.10 -0.03 0.19
O 0.56088 0.99205 -1.28502 -0.32 0.51 1.34
C 1.74757 0.69721 -1.87868 0.03 -1.17 0.69
C 3.25959 2.11272 -0.31550 0.19 -0.03 0.06
C 3.06087 0.93651 -1.04594 -0.49 0.47 -1.05
H 2.40695 2.79329 -0.18191 0.49 -0.41 -0.05
C 4.52892 2.42423 0.19653 -0.42 -0.04 0.07
H 1.75812 -0.39065 -2.08301 0.36 -0.24 -0.05
C 4.14276 0.06736 -1.21283 0.15 -0.02 -0.03
H 4.67094 3.35866 0.73511 -0.01 -0.09 -0.03
C 5.61021 1.56153 0.01265 -0.11 0.20 -0.10
C 5.40291 0.38258 -0.69626 0.15 -0.40 0.01
H 4.00760 -0.85810 -1.79083 0.01 0.45 0.26
H 6.60607 1.82241 0.39409 -0.46 -0.14 -0.15
H 6.24545 -0.30391 -0.84735 -0.37 0.23 0.02
Si -4.71572 -0.68868 -2.12955 -1.22 0.52 -0.53
Cl -3.01345 0.24189 -3.09787 -1.03 -0.67 -0.08
C -5.82146 0.64159 -1.31991 0.33 0.67 0.43
C -4.36222 -2.42066 -1.43622 0.22 0.21 0.18
C -6.08096 -1.09934 -3.49015 0.79 -0.07 0.07
H -5.24186 1.39504 -0.74724 -0.49 -0.52 -0.47
H -6.51041 0.17229 -0.60019 0.11 0.00 -0.20
H -6.41696 1.17352 -2.07564 0.05 -0.31 0.07
H -6.47536 -0.17286 -3.92593 0.27 -0.20 -0.13
H -6.95393 -1.60496 -3.04252 0.40 0.06 0.15
H -5.68392 -1.75906 -4.26881 -0.18 0.12 -0.12
H -3.45437 -2.44466 -0.82790 -0.12 -0.01 -0.27
H -4.26945 -3.15685 -2.23872 0.00 0.11 -0.07
H -5.18531 -2.75761 -0.79186 -0.05 0.23 -0.12
F -0.47807 -6.51275 2.64745 -0.01 -0.29 0.10
C -0.10968 -5.37087 2.03834 -0.02 0.31 -0.08
C -0.78824 -4.94124 0.89654 0.06 0.07 0.28
F -1.82729 -5.66362 0.41614 0.42 0.05 0.10
C -0.45590 -3.73367 0.31808 0.14 0.32 0.16
F -1.11936 -3.30297 -0.77991 0.07 -0.23 0.37
C 0.48491 -2.83766 0.90447 -0.06 0.05 0.04
O 0.64757 -1.65204 0.45475 0.15 -0.25 -0.05
C 1.17294 -3.34168 2.04883 -0.31 0.26 -0.47
F 2.07873 -2.53805 2.65837 -0.09 -0.25 -0.04
C 0.88053 -4.56592 2.60488 -0.36 -0.18 -0.08
F 1.49261 -4.95725 3.74459 -0.13 -0.02 -0.28


no.,frontier orbital gap (eV),electronic energy (Eh),highest occupied orbital energy (eV)
1,6.9,-2659.4430,-9.92
2,7.3,-4058.4115,-4.92